{"formula": "CHLiOYb", "method": "ωB97M-V with the def2-TZVPD basis set", "multiplicity": 2, "charge": 1, "homo_ev": [-9.88, -10.44], "gap_ev": [5.249, 5.803], "elements": ["H", "Li", "C", "O", "Yb"], "xyz": [[-0.553127, 0.642907, 0.026108], [2.774915, -2.767398, 0.424447], [-1.438023, 0.892570, -0.503390], [-2.318178, 0.958793, -1.221619], [1.534414, 0.273128, 1.274454]], "forces_ev_per_a": [[0.58, -1.26, -0.77], [-0.06, 0.17, 0.05], [0.63, 2.24, 2.95], [-1.71, -0.89, -2.49], [0.57, -0.26, 0.25]]}

{"formula": "CHN2O3", "method": "ωB97M-V with the def2-TZVPD basis set", "multiplicity": 1, "charge": 1, "homo_ev": -17.08, "gap_ev": 11.214, "elements": ["N", "O", "O", "C", "H", "N", "O"], "xyz": [[-1.890219, -0.081741, 0.065104], [3.134508, 1.005110, 0.039629], [0.920540, 0.436280, -0.064935], [2.037816, 0.729916, -0.018302], [-2.266849, 0.852739, -0.008453], [-1.250706, -0.995528, 0.002190], [-0.685091, -1.946779, -0.015233]], "forces_ev_per_a": [[-0.01, -0.73, 0.14], [1.72, 0.49, 0.04], [-1.51, -0.33, -0.10], [-0.17, -0.12, 0.05], [0.07, 0.46, -0.13], [-1.63, 2.69, 0.09], [1.53, -2.45, -0.11]]}

{"formula": "CHN2OS", "method": "ωB97M-V with the def2-TZVPD basis set", "multiplicity": 1, "charge": -1, "homo_ev": -3.33, "gap_ev": 6.838, "elements": ["O", "S", "N", "C", "N", "H"], "xyz": [[-0.228984, -1.826810, 0.249320], [-1.453106, 0.614549, 0.547033], [0.165094, -0.418475, 0.553777], [1.041892, 0.228373, -0.120675], [1.850704, 0.966549, -0.526347], [-1.375602, 0.435814, -0.703106]], "forces_ev_per_a": [[1.43, 2.88, 0.18], [1.81, -0.56, 1.97], [-4.48, -3.44, 1.65], [1.91, 1.66, -1.06], [-0.07, -0.49, -0.29], [-0.60, -0.05, -2.45]]}

{"formula": "CHN3O", "method": "ωB97M-V with the def2-TZVPD basis set", "multiplicity": 1, "homo_ev": -11.62, "gap_ev": 12.096, "elements": ["C", "N", "O", "H", "N", "N"], "xyz": [[0.288185, -0.598317, -0.821376], [0.333410, 0.405400, 1.037916], [-0.904451, 0.021505, -0.693666], [0.826915, -0.965771, -1.882750], [-0.748593, 0.495423, 0.616339], [1.083695, -0.274589, 0.111507]], "forces_ev_per_a": [[2.15, 0.80, -4.64], [4.38, -1.27, 0.84], [1.27, -2.00, 0.46], [-2.40, 0.72, 3.11], [-7.81, 3.16, -0.29], [2.40, -1.42, 0.52]]}

{"formula": "CHN3O", "method": "ωB97M-V with the def2-TZVPD basis set", "multiplicity": 1, "homo_ev": -11.49, "gap_ev": 11.480, "elements": ["N", "N", "H", "N", "C", "O"], "xyz": [[-1.181164, -0.801412, -0.417679], [-0.068514, -1.103747, -0.009013], [1.706953, 0.002957, 0.620361], [0.015430, 1.108428, -0.010515], [0.691562, 0.032341, 0.250735], [-1.164267, 0.761431, -0.433889]], "forces_ev_per_a": [[0.62, 1.33, 0.21], [-0.45, 0.21, -0.17], [-0.25, 0.02, -0.09], [0.32, -0.33, 0.12], [-0.13, 0.20, -0.05], [-0.11, -1.44, -0.02]]}

{"formula": "CHN3O2", "method": "ωB97M-V with the def2-TZVPD basis set", "multiplicity": 1, "homo_ev": -10.73, "gap_ev": 10.663, "elements": ["N", "N", "N", "O", "O", "C", "H"], "xyz": [[-0.305601, -1.106112, -0.028435], [-0.007003, 1.056125, 0.063193], [-1.218008, 0.859300, -0.100565], [-1.472715, -0.538580, 0.075111], [2.036526, -0.145913, -0.030650], [0.658003, -0.153417, -0.024239], [2.255774, 0.731257, 0.250394]], "forces_ev_per_a": [[4.43, -1.18, 0.67], [0.19, -0.07, -1.85], [-1.34, 0.66, 2.36], [1.04, 2.03, -1.98], [-2.59, -1.92, -0.26], [-2.15, -0.56, 0.86], [0.42, 1.03, 0.20]]}

{"formula": "CHN3O2", "method": "ωB97M-V with the def2-TZVPD basis set", "multiplicity": 3, "homo_ev": [-3.88, -10.76], "gap_ev": [4.432, 5.004], "elements": ["H", "O", "N", "C", "N", "O", "N"], "xyz": [[0.598364, 0.485576, -0.873102], [-0.583789, -2.367791, -1.046480], [0.745670, -2.476870, -2.848690], [-1.323039, 0.065717, -0.736688], [-0.315167, 0.408218, -1.269740], [-2.399952, -0.186798, -0.401489], [0.034506, -2.431289, -2.009111]], "forces_ev_per_a": [[0.13, -0.06, 0.41], [-3.01, 2.35, 6.31], [5.26, 0.99, -4.80], [-2.08, -2.19, 4.46], [3.82, 1.63, -4.02], [-1.95, 0.16, -0.66], [-2.17, -2.88, -1.69]]}

{"formula": "CHN3O3", "method": "ωB97M-V with the def2-TZVPD basis set", "multiplicity": 1, "homo_ev": [-11.11, -11.11], "gap_ev": [6.366, 6.366], "elements": ["O", "N", "O", "C", "N", "N", "H", "O"], "xyz": [[-0.882412, 0.388561, 2.106966], [-0.877954, 1.087402, -0.574234], [-0.359488, 1.290357, -1.721499], [-0.030173, 0.461571, 2.951148], [0.760055, 0.553881, 3.787905], [-0.047727, 1.434530, 0.402355], [1.042764, 1.206359, 0.390262], [-1.979029, 0.767480, -0.354376]], "forces_ev_per_a": [[-0.84, 0.79, -4.04], [1.99, -0.01, -3.71], [-0.51, -0.23, 2.36], [0.51, 0.21, 0.74], [1.54, 0.07, 1.47], [1.90, -0.07, 3.25], [-3.00, -0.26, -0.53], [-1.58, -0.50, 0.46]]}

{"formula": "CHN3O3S", "method": "ωB97M-V with the def2-TZVPD basis set", "multiplicity": 1, "homo_ev": -9.86, "gap_ev": 9.074, "elements": ["C", "N", "O", "N", "O", "N", "H", "O", "S"], "xyz": [[-1.147052, 1.400936, 1.369419], [-0.452852, -0.819898, -1.058201], [1.973407, -0.001575, -0.307634], [-1.955192, 2.217525, 1.272998], [0.086566, -1.333809, -1.967631], [0.668209, 0.251728, -0.009459], [2.400359, -0.980817, -0.150584], [-1.571086, -0.909942, -0.650137], [-0.002358, 0.175852, 1.501230]], "forces_ev_per_a": [[-0.08, 0.61, -0.37], [0.62, 0.22, 1.60], [0.97, -2.32, 0.53], [0.09, -0.16, 0.12], [0.52, 0.04, -0.62], [-1.10, -0.83, -2.70], [-2.21, 2.81, 0.00], [0.68, 0.56, -0.02], [0.50, -0.94, 1.47]]}

{"formula": "CHN3O4S", "method": "ωB97M-V with the def2-TZVPD basis set", "multiplicity": 1, "homo_ev": -10.18, "gap_ev": 10.097, "elements": ["O", "O", "C", "N", "N", "S", "O", "H", "N", "O"], "xyz": [[-0.921915, -1.021469, 0.235932], [-2.269627, 0.152609, -1.008417], [0.937527, 1.285503, -0.187876], [0.524989, 2.358834, -0.051360], [-2.149172, -0.197924, 0.106522], [0.243883, -0.856333, -0.979080], [-2.788679, -0.168956, 1.084226], [2.498650, -1.199552, 0.726710], [1.334298, 0.025909, -0.184881], [2.590046, -0.378621, 0.258224]], "forces_ev_per_a": [[0.77, -0.85, 0.77], [-1.40, 1.30, -0.71], [0.76, 2.21, 1.55], [0.21, -0.46, -0.40], [1.62, -1.12, -1.11], [-1.26, -1.58, 0.07], [-0.34, 0.28, 0.53], [-0.61, -0.74, 0.64], [-0.17, -0.25, -0.78], [0.43, 1.21, -0.56]]}

{"formula": "CHN4S", "method": "ωB97M-V with the def2-TZVPD basis set", "multiplicity": 1, "charge": -1, "homo_ev": -3.16, "gap_ev": 7.379, "elements": ["C", "N", "S", "N", "N", "H", "N"], "xyz": [[1.137925, -0.132743, -0.018231], [0.049809, -0.982084, 0.001830], [-2.567428, -0.672318, -0.021482], [0.796069, 1.148111, -0.020581], [-0.528785, 1.183286, 0.015421], [2.115489, -0.391217, 0.011232], [-1.003080, -0.153037, 0.031810]], "forces_ev_per_a": [[-4.39, -0.24, 0.02], [1.15, 1.37, 0.14], [-1.62, -0.18, 0.05], [-1.59, -0.39, 0.19], [-0.93, -1.43, -0.04], [2.67, -1.28, -0.03], [4.71, 2.15, -0.32]]}

{"formula": "CHN5O", "method": "ωB97M-V with the def2-TZVPD basis set", "multiplicity": 3, "homo_ev": [-8.65, -10.64], "gap_ev": [7.950, 8.086], "elements": ["N", "C", "H", "N", "O", "N", "N", "N"], "xyz": [[1.242018, -1.163360, -1.568530], [0.547480, -0.409629, -0.910825], [-0.410224, 0.488774, 0.392186], [2.878346, -0.298787, 0.404518], [2.086235, -0.461162, 1.316429], [3.169363, -1.103586, -0.512688], [-0.280638, 0.383155, -0.564967], [2.500119, -1.554531, -1.552357]], "forces_ev_per_a": [[-1.14, -1.05, -0.50], [0.30, 0.37, -0.83], [-0.72, 0.49, 2.03], [-0.77, -0.37, 1.25], [-1.32, 0.77, 0.72], [3.16, -1.44, -4.20], [-0.25, 0.28, -1.02], [0.73, 0.95, 2.56]]}

{"formula": "CHN5O2", "method": "ωB97M-V with the def2-TZVPD basis set", "multiplicity": 1, "homo_ev": [-10.25, -10.24], "gap_ev": [8.321, 8.316], "elements": ["C", "H", "N", "N", "N", "N", "N", "O", "O"], "xyz": [[0.415496, -0.728744, -0.082791], [-0.763978, 2.360019, -0.048306], [-1.200460, -0.906002, 1.369530], [1.359759, -1.149165, -0.956509], [-0.328327, 0.458334, 0.076938], [-1.312492, 0.306050, 0.873904], [-0.235548, -1.573825, 0.766507], [2.237439, -0.401189, -1.415979], [-0.171889, 1.634521, -0.583294]], "forces_ev_per_a": [[-3.66, 1.70, 2.47], [1.90, -2.74, -1.64], [-0.14, -0.50, -0.44], [3.34, -0.06, -1.89], [1.61, -0.18, -1.28], [0.09, -0.24, 0.91], [0.93, 0.61, -0.75], [-2.54, -0.84, 1.26], [-1.52, 2.25, 1.36]]}

{"formula": "CHN5O2", "method": "ωB97M-V with the def2-TZVPD basis set", "multiplicity": 1, "homo_ev": -11.14, "gap_ev": 9.750, "elements": ["N", "H", "N", "C", "N", "N", "O", "O", "N"], "xyz": [[0.350418, -0.262145, -1.988725], [0.378706, -1.490798, 0.312833], [1.354452, 0.234892, -0.086403], [0.056523, -0.288362, 0.165076], [-0.846218, 0.461441, 1.135605], [-0.509767, -0.501550, -1.132332], [-0.289717, 1.268934, 1.845989], [-2.033129, 0.283257, 1.021257], [1.538733, 0.294331, -1.273301]], "forces_ev_per_a": [[-1.26, 0.19, 0.82], [-1.39, 2.98, 0.90], [0.23, 1.31, 1.84], [0.79, -3.86, -0.24], [0.44, 0.38, -0.28], [-0.26, 0.14, -1.52], [-0.09, -0.53, -0.09], [0.36, -0.36, 0.08], [1.18, -0.24, -1.50]]}

{"formula": "CHNO2", "method": "ωB97M-V with the def2-TZVPD basis set", "multiplicity": 1, "homo_ev": -9.27, "gap_ev": 9.032, "elements": ["N", "C", "O", "H", "O"], "xyz": [[0.509002, -0.084223, -0.200443], [-0.598439, 0.412045, 0.176124], [1.785076, -0.032495, -0.268096], [0.015078, -1.037366, 0.136900], [-1.710717, 0.742038, 0.155514]], "forces_ev_per_a": [[-2.12, -2.51, 0.68], [1.04, 1.87, -0.34], [-0.08, 0.68, 0.26], [1.51, -0.07, -0.73], [-0.35, 0.02, 0.13]]}

{"formula": "CHNO2PS", "method": "ωB97M-V with the def2-TZVPD basis set", "multiplicity": 1, "charge": -1, "homo_ev": -5.28, "gap_ev": 8.586, "elements": ["N", "P", "O", "H", "O", "S", "C"], "xyz": [[-0.921269, -2.291148, 0.196193], [-0.360862, 0.517015, -0.485145], [-0.347410, 0.653702, -1.917941], [1.724366, 0.137209, 1.338248], [1.935532, 0.420525, 0.501626], [-1.420845, 1.822315, 0.503363], [-0.609510, -1.259619, -0.136344]], "forces_ev_per_a": [[-0.70, -2.90, 0.68], [1.24, 0.51, 2.64], [0.92, -0.24, -2.26], [-0.98, -1.05, 3.23], [-1.75, 1.11, -4.54], [0.57, -0.92, 0.42], [0.71, 3.48, -0.18]]}

{"formula": "CHNO2S", "method": "ωB97M-V with the def2-TZVPD basis set", "multiplicity": 1, "homo_ev": [-9.92, -10.22], "gap_ev": [7.094, 7.812], "elements": ["O", "C", "O", "N", "S", "H"], "xyz": [[1.105816, 1.766028, 0.013852], [1.498019, 0.451594, -0.027735], [-0.250586, 2.013758, -0.022007], [0.672611, -0.507364, -0.038173], [3.200004, -0.197961, 0.000130], [-0.288409, -0.394990, 0.130922]], "forces_ev_per_a": [[-0.75, 2.20, 0.11], [-1.77, -3.07, -0.16], [2.53, -1.12, 0.05], [2.85, -0.22, -0.17], [-1.48, 1.44, 0.00], [-1.39, 0.76, 0.17]]}

{"formula": "CHNO2S", "method": "ωB97M-V with the def2-TZVPD basis set", "multiplicity": 1, "homo_ev": [-9.54, -9.54], "gap_ev": [8.554, 8.555], "elements": ["N", "O", "S", "H", "O", "C"], "xyz": [[-0.734617, 0.716428, 1.117794], [-1.292369, -1.585449, -0.055043], [-2.169740, 0.228233, 2.087244], [0.184577, 0.670206, 1.357787], [-0.529139, -2.016658, -1.039277], [-1.325743, -0.587855, 0.665327]], "forces_ev_per_a": [[-4.35, -2.66, -3.97], [-2.71, 1.07, 2.92], [1.16, -1.70, -1.50], [3.20, -0.46, 1.84], [1.89, 0.11, -1.47], [0.81, 3.64, 2.19]]}

{"formula": "CHNO3", "method": "ωB97M-V with the def2-TZVPD basis set", "multiplicity": 1, "homo_ev": [-9.16, -9.19], "gap_ev": [9.290, 9.318], "elements": ["C", "O", "H", "O", "O", "N"], "xyz": [[1.452994, 0.485670, 0.198142], [1.744841, 1.468117, -0.306891], [-1.113459, -1.150910, -0.695775], [-1.858481, -0.657292, -0.208314], [1.170375, -0.521475, 0.665137], [-1.396270, 0.375888, 0.347702]], "forces_ev_per_a": [[-0.08, -0.08, -0.16], [0.44, 1.54, -0.61], [-0.97, 0.50, 0.58], [0.86, -1.17, -0.86], [-0.14, -1.60, 0.79], [-0.11, 0.80, 0.27]]}

{"formula": "CHNO4", "method": "ωB97M-V with the def2-TZVPD basis set", "multiplicity": 3, "homo_ev": [-9.21, -11.94], "gap_ev": [9.520, 10.115], "elements": ["H", "O", "O", "C", "O", "O", "N"], "xyz": [[0.048639, 1.282647, -0.947271], [2.300286, 1.652848, -0.102104], [-0.247380, 0.535552, -0.231500], [2.064374, 0.488541, 0.058103], [0.914398, -0.204811, 0.005955], [3.972201, -0.799861, -0.386325], [3.296345, -0.334637, 0.488018]], "forces_ev_per_a": [[-0.85, -2.35, 2.33], [-1.48, -1.06, -0.37], [0.64, 3.19, -2.40], [1.48, 1.40, 0.77], [1.95, -0.85, 0.20], [0.93, -0.61, -0.92], [-2.66, 0.27, 0.39]]}

For reference, calculated total energy by record: -1279.7183 -373.5444 -621.5533 -278.0965 -278.1136 -353.3344 -353.1210 -428.3777 -826.6233 -901.8532 -655.9202 -387.4524 -462.7421 -462.7407 -243.7725 -983.5403 -641.9053 -641.8498 -319.0640 -394.1914 Ha.
For reference, energy relative to the best compared isomer or geometry (same formula, charge and spin) by record: 41.2 8.8 60.3 101.0 90.3 62.0 29.4 117.2 183.8 45.9 8.7 71.5 67.0 67.9 45.3 64.6 116.3 151.1 34.9 27.2 kcal per mole.